Arrangement P

ORCA calculation (ωB97M-V/def2-TZVPD) on 2 unconnected molecules or ions with the total composition C4H9BrN.

Each line ends with the natural charge from an NBO analysis.
CARTESIAN COORDINATES (ANGSTROEM)
C: 1.48 -1.13 -1.04  -0.236
C: 1.15 -0.97 0.35  -0.235
C: -0.93 1.52 1.08  -0.735
C: -1.24 0.97 -0.26  0.025
N: 0.16 -0.85 -0.63  -0.520
Br: -2.68 -0.08 -0.55  0.300
H: 2.03 -0.43 -1.65  0.230
H: 1.40 -2.08 -1.57  0.234
H: 1.14 -1.77 0.97  0.223
H: 1.38 -0.05 0.96  0.212
H: -1.38 0.93 1.86  0.257
H: 0.17 1.60 1.18  0.266
H: -1.30 2.50 1.23  0.302
H: -0.65 1.32 -1.14  0.259
H: -0.73 -1.47 -0.80  0.418

Charge   +1
Gap between HOMO and LUMO   8.72 eV
LUMO   -0.2098 Ha

Arrangement Q

ORCA calculation (ωB97M-V/def2-TZVPD) on 2 unconnected molecules or ions with the total composition C4H9BrN.

Each line ends with the natural charge from an NBO analysis.
CARTESIAN COORDINATES (ANGSTROEM)
C: 1.43 -0.09 -1.04  -0.247
C: 0.65 -1.38 -1.17  -0.211
C: -1.17 1.34 1.19  -0.662
C: -0.81 -0.13 1.15  0.056
N: -0.01 -0.11 -0.84  -0.484
Br: 0.62 -0.64 2.17  0.234
H: 2.15 0.24 -0.25  0.250
H: 1.63 0.21 -2.05  0.234
H: 0.49 -1.54 -2.16  0.222
H: 0.65 -2.23 -0.47  0.247
H: -0.12 1.73 1.22  0.241
H: -1.64 1.56 0.32  0.228
H: -1.73 1.38 2.10  0.271
H: -1.53 -0.86 1.14  0.201
H: -0.62 0.52 -1.30  0.422

Charge   +1
Gap between HOMO and LUMO   10.31 eV
LUMO   -0.1819 Ha

arrangement Q ends up most stable, edging out the next structure by 0.421 eV.

Arrangement P

ORCA calculation (ωB97M-V/def2-TZVPD) on a molecular structure, C41H59BiN7OPS3Si.

Each line ends with the Löwdin charge.
CARTESIAN COORDINATES (ANGSTROEM)
Bi: 14.40 10.18 11.07  1.471
O: 12.90 9.17 12.67  -0.306
C: 12.88 8.07 13.29  -0.395
C: 11.72 7.78 14.09  -0.004
C: 11.61 6.55 14.65  -0.109
C: 12.58 5.52 14.47  -0.116
C: 13.71 5.84 13.76  -0.071
C: 13.92 7.12 13.19  -0.102
C: 15.27 7.46 12.80  -0.256
N: 15.65 8.62 12.19  -0.070
C: 17.04 8.65 12.20  -0.170
C: 17.50 7.50 12.73  -0.088
N: 16.38 6.78 13.11  0.114
H: 10.88 8.51 14.13  0.104
H: 10.67 6.29 15.02  0.072
H: 12.29 4.55 14.84  0.074
H: 14.38 5.03 13.55  0.090
H: 17.53 9.49 11.82  0.049
H: 18.50 7.10 12.78  0.107
H: 16.47 5.87 13.47  0.132
C: 16.73 13.80 12.77  -0.053
N: 15.37 14.18 13.18  -0.126
C: 14.89 15.48 13.23  -0.078
C: 13.63 15.42 13.63  -0.059
N: 13.28 14.10 13.81  -0.045
C: 14.35 13.31 13.49  -0.772
S: 14.47 11.63 13.68  0.561
C: 12.06 13.71 14.32  -0.380
C: 10.93 14.02 13.47  -0.086
C: 9.70 13.80 13.95  -0.138
C: 9.60 12.83 15.13  -0.390
C: 10.72 13.28 16.04  -0.197
N: 11.94 13.55 15.67  0.087
H: 17.49 13.97 13.53  0.084
H: 16.95 14.29 11.78  0.083
H: 16.71 12.70 12.55  0.047
H: 15.49 16.33 12.94  0.108
H: 12.94 16.17 13.85  0.114
H: 11.23 14.38 12.51  0.078
H: 8.81 14.07 13.40  0.065
H: 8.70 12.98 15.70  0.096
H: 10.63 13.31 17.11  0.059
S: 13.53 13.15 10.60  0.506
C: 12.28 13.53 9.42  -0.691
C: 11.92 12.63 8.43  -0.149
C: 10.80 12.87 7.66  -0.102
C: 10.16 14.10 7.78  -0.144
C: 10.59 15.02 8.71  -0.132
C: 11.59 14.73 9.61  -0.150
H: 12.47 11.74 8.30  0.054
H: 10.39 12.09 6.99  0.103
H: 9.25 14.28 7.23  0.073
H: 10.02 15.96 8.76  0.094
H: 11.73 15.39 10.43  0.076
S: 13.04 8.32 9.15  0.408
C: 14.07 7.07 9.47  -0.992
N: 14.79 6.21 9.78  0.017
C: 15.02 11.59 7.55  -0.166
C: 16.30 10.91 7.21  -0.535
C: 15.82 9.54 6.54  -0.066
C: 17.09 11.74 6.13  -0.064
P: 17.22 10.66 8.84  0.822
N: 16.29 10.43 10.03  -0.454
C: 18.49 9.30 8.42  -0.605
C: 19.23 9.31 7.06  -0.066
C: 19.52 9.27 9.49  -0.134
C: 17.72 7.98 8.58  -0.114
C: 18.33 12.19 9.17  -0.577
C: 17.33 13.39 9.02  -0.097
C: 19.55 12.44 8.30  -0.094
C: 18.72 12.10 10.65  -0.114
H: 14.59 12.02 6.66  0.081
H: 15.04 12.45 8.23  0.038
H: 14.25 10.90 7.91  0.033
H: 14.98 9.89 5.95  0.078
H: 15.43 8.80 7.23  0.046
H: 16.55 9.07 5.96  0.039
H: 16.46 12.12 5.32  0.090
H: 17.86 11.16 5.68  0.056
H: 17.44 12.58 6.56  -0.013
H: 19.89 10.19 7.08  0.061
H: 18.61 9.26 6.21  0.031
H: 19.85 8.39 7.07  0.093
H: 20.22 10.13 9.49  0.062
H: 20.15 8.34 9.43  0.092
H: 19.08 9.22 10.50  0.067
H: 17.10 7.72 7.67  0.073
H: 17.00 8.05 9.44  0.058
H: 18.36 7.09 8.69  0.081
H: 17.03 13.56 8.00  0.056
H: 17.82 14.29 9.47  0.083
H: 16.44 13.26 9.69  0.047
H: 19.27 12.59 7.26  0.062
H: 20.35 11.74 8.35  0.040
H: 20.02 13.38 8.69  0.100
H: 17.96 11.60 11.21  0.025
H: 18.90 13.12 11.05  0.082
H: 19.61 11.47 10.77  0.062
C: 8.38 9.06 12.96  -0.204
Si: 8.80 10.90 13.10  0.528
C: 9.78 11.22 11.53  -0.151
C: 7.06 11.67 13.10  -0.194
C: 9.70 11.33 14.74  -0.210
H: 7.53 8.90 12.29  0.015
H: 8.02 8.66 13.91  0.012
H: 9.25 8.42 12.66  0.033
H: 9.09 10.99 10.73  0.019
H: 10.51 10.43 11.50  0.006
H: 10.28 12.22 11.30  0.045
H: 6.46 11.14 12.35  0.014
H: 7.01 12.74 12.95  0.003
H: 6.49 11.43 14.02  0.029
H: 9.29 10.71 15.54  0.055
H: 10.80 11.11 14.67  0.090

Charge   -2
Gap between HOMO and LUMO   4.37 eV
LUMO   0.1410 Ha

Arrangement Q

ORCA calculation (ωB97M-V/def2-TZVPD) on a molecular structure, C41H59BiN7OPS3Si.

Each line ends with the Löwdin charge.
CARTESIAN COORDINATES (ANGSTROEM)
Bi: -0.32 -0.05 -0.22  1.530
O: -0.54 1.44 -2.58  -0.195
C: 0.01 1.65 -3.69  -0.418
C: -0.53 2.56 -4.66  -0.028
C: 0.05 2.70 -5.88  -0.137
C: 1.19 1.99 -6.28  -0.150
C: 1.76 1.15 -5.36  -0.094
C: 1.24 1.01 -4.07  -0.113
C: 1.96 0.21 -3.11  -0.305
N: 1.53 -0.50 -2.07  0.007
C: 2.68 -1.08 -1.53  -0.184
C: 3.78 -0.79 -2.27  -0.095
N: 3.30 0.05 -3.24  0.088
H: -1.45 3.08 -4.38  0.113
H: -0.37 3.39 -6.61  0.089
H: 1.62 2.13 -7.26  0.071
H: 2.65 0.58 -5.62  0.091
H: 2.58 -1.65 -0.64  0.028
H: 4.82 -1.03 -2.12  0.103
H: 3.82 0.58 -3.92  0.144
C: 0.10 -3.08 -3.89  -0.078
N: -0.93 -2.10 -3.90  -0.127
C: -1.23 -1.23 -4.95  -0.051
C: -2.23 -0.44 -4.55  -0.057
N: -2.57 -0.79 -3.26  0.030
C: -1.76 -1.80 -2.88  -0.743
S: -1.64 -2.62 -1.38  0.543
C: -3.42 0.07 -2.46  -0.376
C: -4.52 0.60 -3.13  -0.100
C: -5.46 1.29 -2.29  -0.156
C: -5.11 1.61 -1.04  -0.114
C: -3.69 1.50 -0.63  -0.417
N: -3.03 0.29 -1.24  0.020
H: 0.77 -2.93 -4.75  0.094
H: -0.33 -4.10 -3.92  0.086
H: 0.67 -3.00 -2.95  0.057
H: -0.67 -1.23 -5.87  0.114
H: -2.73 0.37 -5.05  0.118
H: -4.78 0.18 -4.10  0.065
H: -6.46 1.43 -2.66  0.078
H: -5.85 1.96 -0.34  0.074
H: -3.62 1.39 0.45  0.070
S: 1.42 2.25 -0.27  0.488
C: 2.22 3.06 1.08  -0.689
C: 1.87 2.87 2.43  -0.146
C: 2.57 3.49 3.47  -0.117
C: 3.57 4.39 3.18  -0.148
C: 3.97 4.58 1.86  -0.124
C: 3.30 3.92 0.83  -0.149
H: 1.07 2.16 2.69  0.040
H: 2.27 3.33 4.51  0.100
H: 4.05 4.96 3.96  0.074
H: 4.81 5.22 1.65  0.082
H: 3.69 4.03 -0.17  0.080
S: -1.63 1.47 2.53  0.437
C: -2.90 0.46 2.94  -0.957
N: -3.81 -0.22 3.22  0.014
C: -1.53 -2.70 2.94  -0.103
C: -0.12 -2.68 3.56  -0.573
C: -0.11 -1.43 4.42  -0.115
C: 0.08 -3.93 4.45  -0.085
P: 1.11 -2.48 2.06  0.887
N: 0.64 -1.49 0.96  -0.513
C: 2.82 -1.91 2.82  -0.590
C: 3.16 -2.54 4.16  -0.095
C: 4.00 -2.11 1.86  -0.097
C: 2.70 -0.39 2.92  -0.114
C: 1.38 -4.26 1.39  -0.593
C: 0.04 -4.94 1.11  -0.109
C: 2.28 -5.21 2.19  -0.086
C: 2.00 -4.06 0.00  -0.119
H: -2.24 -2.43 3.73  0.069
H: -1.78 -3.68 2.51  0.068
H: -1.64 -1.95 2.17  0.042
H: -0.89 -1.60 5.16  0.082
H: -0.38 -0.53 3.86  0.023
H: 0.82 -1.23 4.99  0.066
H: -0.74 -3.96 5.18  0.085
H: 1.01 -3.93 5.03  0.061
H: 0.05 -4.88 3.91  0.045
H: 3.36 -3.61 4.06  0.063
H: 2.41 -2.39 4.93  0.045
H: 4.10 -2.09 4.55  0.089
H: 4.29 -3.15 1.67  0.059
H: 4.87 -1.59 2.30  0.087
H: 3.78 -1.63 0.91  0.056
H: 1.91 -0.05 3.56  0.056
H: 2.53 0.05 1.93  0.057
H: 3.68 -0.03 3.31  0.100
H: -0.49 -5.23 2.02  0.052
H: 0.21 -5.89 0.55  0.094
H: -0.60 -4.33 0.50  0.016
H: 1.92 -5.37 3.21  0.056
H: 3.31 -4.91 2.19  0.053
H: 2.23 -6.18 1.68  0.079
H: 1.35 -3.41 -0.58  0.031
H: 2.11 -5.06 -0.50  0.103
H: 2.97 -3.62 0.10  0.040
C: -1.90 5.26 0.34  -0.188
Si: -3.43 4.28 -0.14  0.462
C: -4.44 3.94 1.36  -0.185
C: -4.42 5.44 -1.25  -0.195
C: -2.86 2.72 -1.00  -0.216
H: -2.20 6.23 0.78  0.021
H: -1.25 5.47 -0.52  0.031
H: -1.33 4.67 1.08  0.025
H: -4.56 4.82 2.02  0.031
H: -3.97 3.17 1.98  0.003
H: -5.46 3.60 1.12  0.021
H: -4.82 6.27 -0.66  0.016
H: -5.24 4.87 -1.69  0.008
H: -3.80 5.85 -2.07  0.028
H: -1.83 2.56 -0.69  0.026
H: -2.81 2.86 -2.07  0.076

Charge   -2
Gap between HOMO and LUMO   4.83 eV
LUMO   0.1427 Ha

arrangement Q ends up most stable, edging out the next structure by 2.370 eV.

Arrangement P

ORCA calculation (ωB97M-V/def2-TZVPD) on a single C4H6N4O molecule.

Each line ends with the natural charge from an NBO analysis.
CARTESIAN COORDINATES (ANGSTROEM)
C: -2.38 0.36 1.48  0.316
N: -2.21 0.80 0.26  -0.269
N: -1.19 -0.05 -0.47  -0.395
C: -0.14 -0.46 0.13  0.505
N: 1.02 -0.82 -0.59  -0.426
C: 1.91 0.47 -0.76  -0.274
C: 1.15 -0.13 -1.88  -0.264
N: -0.16 -0.42 1.52  -0.342
O: -1.57 -0.70 1.90  -0.378
H: -3.28 0.60 2.00  0.199
H: 1.43 1.45 -0.48  0.221
H: 3.03 0.25 -0.36  0.234
H: 0.30 0.55 -2.29  0.254
H: 1.62 -0.92 -2.49  0.226
H: 0.47 -0.98 2.02  0.393

Gap between HOMO and LUMO   9.70 eV
LUMO   0.0249 Ha

Arrangement Q

ORCA calculation (ωB97M-V/def2-TZVPD) on a single C4H6N4O molecule.

Each line ends with the natural charge from an NBO analysis.
CARTESIAN COORDINATES (ANGSTROEM)
H: 1.12 -2.78 0.40  0.359
N: 2.01 -2.26 0.09  -0.625
C: 2.02 -1.03 -0.08  0.294
N: 0.93 -0.08 -0.01  -0.298
C: -0.40 -0.44 -0.08  0.340
N: -1.34 0.45 0.17  -0.622
C: -2.66 -0.10 0.11  0.526
O: -3.01 -1.30 -0.16  -0.582
N: 1.39 1.26 0.10  -0.258
C: 0.56 2.27 -0.08  -0.085
H: 2.94 -0.48 -0.19  0.197
H: -0.54 -1.50 -0.33  0.205
H: -3.52 0.71 0.51  0.133
H: 0.98 3.25 -0.19  0.194
H: -0.47 2.04 -0.26  0.223

Gap between HOMO and LUMO   9.22 eV
LUMO   -0.0209 Ha

arrangement Q ends up most stable, edging out the next structure by 2.708 eV.

Arrangement P

ORCA calculation (ωB97M-V/def2-TZVPD) on a molecular structure, C4H14N3O.

Each line ends with the natural charge from an NBO analysis.
CARTESIAN COORDINATES (ANGSTROEM)
C: -2.13 -0.26 0.86  -0.238
C: -1.44 -1.28 -0.07  -0.387
C: -0.19 -0.71 -0.80  -0.291
N: 3.02 0.20 0.70  -0.759
C: 2.15 -0.24 -0.35  -0.148
N: 0.79 -0.17 0.12  -0.133
N: -2.56 0.92 0.19  -0.732
H: -2.97 -0.76 1.33  0.233
H: -1.42 0.01 1.64  0.207
H: -2.14 -1.63 -0.83  0.236
H: -1.10 -2.14 0.53  0.224
H: -0.46 0.09 -1.52  0.297
H: 0.30 -1.51 -1.36  0.224
H: 2.26 0.43 -1.22  0.303
H: 2.38 -1.28 -0.68  0.270
H: 0.68 1.03 0.06  0.396
H: 2.75 -0.25 1.56  0.390
H: -1.81 1.57 -0.03  0.399
H: -3.30 0.85 -0.50  0.390
H: 4.00 0.11 0.49  0.405
H: 0.83 2.87 0.16  0.500
O: 0.36 2.14 -0.27  -0.788

Charge   +1
Gap between HOMO and LUMO   4.06 eV
LUMO   -0.3228 Ha

Arrangement Q

ORCA calculation (ωB97M-V/def2-TZVPD) on 2 unconnected molecules or ions with the total composition C4H14N3O.

Each line ends with the natural charge from an NBO analysis.
CARTESIAN COORDINATES (ANGSTROEM)
O: -2.92 2.07 -0.79  -0.479
C: -1.90 2.53 -0.39  0.428
C: -0.64 1.73 -0.19  -0.346
N: -0.82 0.31 -0.54  -0.740
H: -1.80 3.58 -0.07  0.151
H: 0.18 2.15 -0.76  0.251
H: -0.37 1.83 0.87  0.247
H: -0.18 -0.32 0.15  0.469
H: -1.82 0.07 -0.53  0.450
H: -0.49 0.11 -1.48  0.427
C: 2.25 -0.19 0.61  -0.438
N: 1.04 -0.94 1.08  -0.660
C: 1.16 -2.39 0.79  -0.066
N: 1.02 -2.75 -0.61  -0.810
H: 2.42 0.67 1.25  0.223
H: 3.12 -0.84 0.72  0.213
H: 2.10 0.07 -0.43  0.184
H: 1.07 -0.88 2.10  0.391
H: 0.35 -2.91 1.30  0.205
H: 2.12 -2.77 1.15  0.191
H: 0.10 -2.49 -0.95  0.345
H: 1.73 -2.32 -1.20  0.363

Charge   +1
Gap between HOMO and LUMO   10.48 eV
LUMO   -0.1177 Ha

arrangement Q ends up most stable, edging out the next structure by 5.155 eV.

Arrangement P

ORCA calculation (ωB97M-V/def2-TZVPD) on a single CH4N4 molecule.

Each line ends with the natural charge from an NBO analysis.
CARTESIAN COORDINATES (ANGSTROEM)
C: 0.43 -0.89 0.14  -0.145
N: -0.93 -1.52 0.00  -0.240
N: -1.72 -0.74 -0.50  0.034
N: -1.27 0.47 -0.67  -0.321
N: 0.01 0.69 -0.15  -0.491
H: 1.13 -1.13 1.07  0.224
H: 0.94 -1.21 -0.75  0.188
H: -1.63 1.03 -1.45  0.400
H: -0.01 1.23 0.72  0.351

Gap between HOMO and LUMO   9.95 eV
LUMO   0.0422 Ha

Arrangement Q

ORCA calculation (ωB97M-V/def2-TZVPD) on 2 unconnected molecules or ions with the total composition CH4N4.

Each line ends with the natural charge from an NBO analysis.
CARTESIAN COORDINATES (ANGSTROEM)
C: -0.70 -0.54 0.25  -0.029
N: 4.86 -0.74 -0.30  -0.110
N: 4.10 0.07 -0.11  0.264
N: -0.62 0.61 -0.23  -0.599
N: 3.33 0.87 0.34  -0.571
H: -1.59 -1.21 0.06  0.145
H: 0.03 -0.76 0.88  0.157
H: -1.35 0.80 -0.88  0.328
H: 2.50 1.29 0.00  0.416

Gap between HOMO and LUMO   10.98 eV
LUMO   0.0376 Ha

arrangement Q ends up most stable, edging out the next structure by 0.150 eV.

Arrangement P

ORCA calculation (ωB97M-V/def2-TZVPD) on a gas-phase ion, C4H4NO (charge +1).

Each line ends with the natural charge from an NBO analysis.
CARTESIAN COORDINATES (ANGSTROEM)
C: 0.21 -1.49 -0.65  0.052
C: 1.00 -0.62 0.24  0.050
N: 0.34 0.38 0.67  -0.291
C: -1.18 0.22 -0.25  0.549
O: -0.91 -0.83 -0.84  -0.278
C: -0.52 1.41 0.33  -0.225
H: 0.22 -2.53 -1.05  0.278
H: 1.97 -0.76 0.80  0.302
H: -0.10 2.18 -0.48  0.252
H: -1.02 2.04 1.23  0.310

Charge   +1
Gap between HOMO and LUMO (spin up / spin down)   7.88 / 7.86 eV
LUMO (spin up / spin down)   -0.2379 / -0.2383 Ha

Arrangement Q

ORCA calculation (ωB97M-V/def2-TZVPD) on a gas-phase ion, C4H4NO (charge +1).

Each line ends with the natural charge from an NBO analysis.
CARTESIAN COORDINATES (ANGSTROEM)
C: 0.92 0.61 1.03  0.023
N: -0.15 0.62 0.40  -0.247
C: -1.25 1.00 -0.37  0.143
C: -0.87 -0.26 -0.49  0.126
C: -0.07 -1.46 -0.86  0.386
O: 1.03 -1.37 -0.42  -0.417
H: 1.24 1.53 1.54  0.226
H: 1.51 -0.28 1.19  0.258
H: -1.85 1.86 -0.56  0.294
H: -0.51 -2.25 -1.47  0.208

Charge   +1
Gap between HOMO and LUMO   9.66 eV
LUMO   -0.2239 Ha

Arrangement R

ORCA calculation (ωB97M-V/def2-TZVPD) on a gas-phase ion, C4H4NO (charge +1).

Each line ends with the natural charge from an NBO analysis.
CARTESIAN COORDINATES (ANGSTROEM)
C: -0.56 -0.38 0.11  0.277
C: -2.23 1.09 -0.16  0.370
C: -1.03 0.76 0.44  0.010
C: -1.35 -1.34 -0.36  -0.457
N: -2.73 -1.20 0.12  -0.229
O: -3.13 0.22 0.05  -0.271
H: -2.55 1.80 -0.95  0.275
H: -3.14 -1.53 -0.76  0.378
H: -1.52 -1.65 -1.53  0.294
H: -0.67 -2.16 0.05  0.352

Charge   +1
Gap between HOMO and LUMO (spin up / spin down)   8.39 / 8.39 eV
LUMO (spin up / spin down)   -0.2653 / -0.2652 Ha

arrangement Q ends up most stable, edging out the next structure by 1.952 eV.